# 1
A molecular structure, C27H22N6O2RuS. Source: the OMol25 dataset; level of theory: ωB97M-V with the def2-TZVPD basis set.

2S+1: 6
total energy: -54807.07548 eV
gap between HOMO and LUMO (alpha / beta): 5.06 / 7.36 eV
net charge: -1

Last column: natural (NBO) charge in e.
Element x y z (Å)
C1 -0.332 0.624 -1.594  -0.15
H1 -5.308 -1.017 0.374  0.21
H2 -4.624 0.993 3.914  0.21
H3 -5.820 -2.396 3.700  0.37
N1 2.873 0.407 2.789  -0.48
C2 -1.819 -2.491 0.057  0.08
C3 -2.891 -3.357 0.010  -0.35
C4 -0.596 0.830 -4.028  -0.21
C5 -2.288 2.251 -5.005  -0.28
H4 -5.294 3.435 1.042  0.20
Ru1 -0.225 0.346 0.311  0.88
C6 -2.077 2.098 -2.599  -0.16
S1 0.141 0.000 3.937  2.33
C7 -1.226 1.353 -5.138  -0.23
H5 -3.035 4.536 1.491  0.21
O1 0.790 -1.025 4.717  -0.96
H6 -2.237 1.598 4.066  0.24
N2 -5.597 -1.435 3.498  -0.83
N3 0.571 -0.142 2.378  -0.95
H7 -2.732 -4.419 -0.108  0.21
C8 1.832 0.121 1.985  0.58
C9 -3.260 -2.081 3.510  -0.30
H8 -0.892 1.055 -6.126  0.19
N4 -2.000 1.443 0.690  -0.54
C10 -0.993 1.180 -2.705  -0.25
H9 0.222 0.129 -4.147  0.20
C11 -2.700 2.611 -3.721  -0.24
N5 -1.930 -1.173 0.201  -0.51
C12 -4.410 1.551 0.639  -0.24
H10 3.007 0.490 -1.050  0.21
C13 4.006 0.673 2.165  0.11
H11 -1.157 -2.501 3.529  0.23
C14 -1.924 -1.742 3.612  -0.16
O2 0.214 1.367 4.389  -0.96
H12 -2.784 2.656 -5.879  0.19
C15 -1.992 2.737 1.039  0.06
C16 -3.211 0.793 0.530  0.16
C17 -4.320 -1.442 0.264  -0.23
H13 -3.543 -3.111 3.326  0.21
H14 -5.059 -3.421 0.092  0.20
N6 1.888 0.138 0.622  -0.53
C18 -1.557 -0.416 3.809  -0.31
C19 4.167 0.705 0.776  -0.39
H15 -0.805 -2.868 -0.029  0.19
H16 -6.235 -0.798 3.948  0.37
C20 -4.373 2.870 0.968  -0.21
C21 3.033 0.448 0.034  0.12
C22 -2.528 0.567 3.919  -0.17
H17 4.857 0.899 2.803  0.18
H18 5.111 0.947 0.312  0.22
C23 -3.169 -0.607 0.318  0.08
H19 -2.423 2.395 -1.618  0.20
C24 -3.120 3.498 1.206  -0.35
H20 -1.009 3.173 1.180  0.20
C25 -4.177 -2.791 0.116  -0.20
H21 -3.524 3.304 -3.591  0.19
H22 -5.360 1.070 0.450  0.21
C26 -3.867 0.221 3.844  -0.31
C27 -4.245 -1.100 3.634  0.27

---

# 2
A molecular structure, C51H43BMoN5Si. Source: the OMol25 dataset; level of theory: ωB97M-V with the def2-TZVPD basis set.

2S+1: 3
total energy: -71446.65778 eV
gap between HOMO and LUMO (alpha / beta): 5.72 / 5.82 eV
net charge: -1

Last column: Löwdin spin population.
Element x y z (Å)
H1 -1.316 -1.288 -3.112  0.00
C1 -0.639 -3.593 -6.119  0.00
H2 1.277 -3.942 -5.242  0.00
C2 -0.884 4.304 -2.666  0.00
H3 -0.171 1.463 -4.364  0.00
C3 -2.719 -4.574 1.891  0.01
C4 -1.122 -1.929 -3.965  0.03
H4 -0.183 5.735 3.991  0.00
H5 2.112 1.954 2.981  0.00
C5 -1.866 -2.950 -6.019  0.04
H6 2.156 -0.813 5.222  0.00
H7 2.542 2.743 -1.210  0.00
C6 4.875 2.836 1.240  0.00
H8 -1.951 0.994 -0.645  0.00
H9 -3.142 -5.563 2.011  0.00
H10 4.941 3.166 -0.880  0.00
C7 -0.714 5.052 3.338  0.00
H11 5.931 3.027 1.385  0.00
C8 -0.198 0.620 5.328  0.01
C9 -3.013 -2.228 1.295  0.00
H12 5.122 -2.624 -5.414  0.00
H13 -6.506 1.302 -0.798  0.00
H14 0.365 0.631 6.247  0.00
C10 3.288 -3.204 -2.080  0.02
H15 -3.840 4.247 2.334  0.00
H16 -2.479 0.958 3.044  0.00
H17 0.200 -2.918 2.126  0.01
H18 -4.067 1.671 -1.028  0.00
H19 -4.558 -3.733 1.262  0.00
C11 3.696 -0.882 2.967  0.01
H20 -0.722 4.552 -0.550  0.00
H21 -1.229 5.320 -2.825  0.00
C12 0.001 4.136 2.571  0.00
C13 -1.634 0.757 3.685  0.01
H22 5.144 -0.967 1.290  0.00
C14 -0.732 3.444 -3.746  0.00
C15 4.643 -3.481 -2.180  0.00
H23 -0.444 -4.259 -6.951  0.00
H24 -1.854 0.627 0.947  0.01
H25 2.726 -2.112 -5.226  0.00
H26 -2.591 2.654 0.994  0.00
C16 -0.597 3.865 -1.379  0.00
C17 -1.367 -4.348 2.128  0.00
H27 -2.117 1.674 5.654  0.00
H28 0.316 0.687 -2.081  0.00
H29 6.373 -3.501 -3.461  0.00
C18 -4.445 0.821 -0.468  0.00
H30 0.996 -2.144 4.242  0.00
C19 -1.647 -2.003 1.498  -0.02
C20 -3.519 -3.526 1.483  -0.01
H31 4.498 2.417 3.313  0.00
H32 2.766 -3.358 -1.143  0.00
C21 -2.098 -2.121 -4.927  0.00
C22 -2.759 4.221 2.413  0.00
C23 -2.098 5.095 3.267  0.00
Mo1 -0.137 -0.573 1.066  1.28
N1 -2.147 0.266 0.033  0.02
C24 -5.341 -1.317 1.003  0.00
H33 2.823 -0.978 -0.162  0.00
H34 -7.315 -0.597 0.601  0.00
N2 2.365 -0.843 2.990  0.01
C25 -5.806 0.619 -0.332  0.00
C26 4.131 -0.948 1.654  0.00
C27 -0.637 3.229 1.721  0.00
C28 2.132 2.341 0.861  0.00
C29 -0.289 2.146 -3.530  0.00
C30 2.719 2.246 2.129  0.00
H35 4.244 -0.865 3.895  0.00
Si1 0.293 1.954 0.631  -0.01
C31 0.131 -2.559 -4.056  0.01
C32 -3.959 -1.178 0.823  0.00
C33 4.069 2.499 2.320  0.00
N3 0.306 0.011 4.243  0.01
H36 -5.710 -2.137 1.604  0.00
H37 -0.719 -5.153 2.454  0.00
C34 4.610 -2.799 -4.475  0.00
C35 -1.448 1.119 5.020  0.00
C36 2.562 -2.716 -3.172  0.02
C37 0.767 -1.808 -1.818  0.11
H38 -3.052 -1.618 -4.822  0.00
H39 -0.959 3.783 -4.750  0.00
C38 2.965 -0.950 0.905  0.01
H40 1.082 4.138 2.640  0.00
C39 5.315 -3.285 -3.380  0.03
C40 4.319 2.915 -0.030  0.00
C41 -0.152 2.559 -1.132  -0.01
H41 -2.629 -3.097 -6.773  0.00
C42 0.412 -1.299 -0.730  0.11
N4 1.896 -0.894 1.718  0.01
H42 5.175 -3.857 -1.314  0.00
B1 1.466 -1.026 4.248  0.00
C43 -3.529 -0.045 0.127  0.00
C44 -6.255 -0.445 0.440  0.00
C45 -0.860 -3.078 1.930  0.02
C46 -0.006 1.712 -2.240  0.00
C47 0.341 -3.406 -5.155  0.03
C48 2.962 2.673 -0.213  0.00
C49 -2.035 3.311 1.658  0.00
C50 1.136 -2.357 -3.009  0.16
H43 -2.657 5.807 3.863  0.00
C51 3.256 -2.516 -4.372  0.02
N5 -0.575 0.096 3.223  0.02

---

# 3
A molecular structure, C20H16ClO5PdS4 in a non-equilibrium geometry. Source: the OMol25 dataset; level of theory: ωB97M-V with the def2-TZVPD basis set.

total energy: -90579.73289 eV
gap between HOMO and LUMO (alpha / beta): 6.77 / 6.77 eV
net charge: -1

Last column: natural (NBO) charge in e.
Element x y z (Å)
H1 -0.947 1.587 -0.193  0.25
H2 -6.298 0.663 -0.264  0.21
C1 -0.539 1.537 2.469  -0.10
O1 3.977 -0.228 -2.090  -0.96
O2 2.176 -1.656 -1.233  -1.01
C2 -3.477 -1.049 -0.785  -0.18
H3 2.365 2.690 1.154  0.23
C3 -2.029 -2.420 2.044  -0.24
C4 -1.374 -2.121 -1.604  -0.25
C5 0.978 2.203 4.205  -0.19
S1 -3.180 -4.060 0.477  0.43
S2 -0.944 -3.765 -1.853  0.48
H4 0.366 -4.191 -3.850  0.23
H5 0.300 -1.623 -4.454  0.22
C6 1.921 2.564 3.253  -0.22
O3 -1.375 -0.451 0.110  -0.77
C7 0.404 1.904 1.500  -0.16
O4 2.842 0.228 0.080  -0.95
C8 -5.702 -0.726 -1.806  -0.45
H6 0.778 2.155 -0.650  0.25
H7 -3.466 -5.432 2.467  0.23
C9 1.636 2.420 1.906  -0.14
C10 -0.140 -3.405 -3.313  -0.42
H8 -1.494 -1.561 2.412  0.25
H9 2.879 2.961 3.562  0.21
H10 -3.932 0.262 0.848  0.23
H11 1.198 2.326 5.258  0.20
S3 -4.298 -1.629 -2.173  0.47
O5 1.621 0.572 -1.936  -0.98
C11 0.077 1.795 0.092  -0.23
Cl1 1.046 -1.526 1.750  -0.41
H12 -1.055 -0.276 -2.660  0.23
C12 -4.263 -0.192 -0.075  -0.26
C13 -2.083 -1.548 -0.382  0.15
S4 2.762 -0.296 -1.335  2.50
C14 -3.067 -4.489 2.129  -0.44
H13 -6.558 -0.774 -2.460  0.23
H14 -2.267 -3.578 3.915  0.21
C15 -2.333 -2.575 0.730  -0.20
Pd1 0.637 -0.324 -0.129  1.16
C16 -0.185 -2.077 -3.602  -0.24
C17 -5.541 0.006 -0.668  -0.26
C18 -2.436 -3.524 2.848  -0.25
H15 -0.970 1.362 4.555  0.21
H16 -1.474 1.102 2.137  0.22
C19 -0.896 -1.344 -2.619  -0.25
C20 -0.249 1.677 3.811  -0.24